(1)
This record from the Open Molecules 2025 dataset describes a molecular structure, C20H24AsFN2OP2S4W. The level of theory is the ωB97M-V functional and the def2-TZVPD basis.

The molecular weight is 776.4 g mol⁻¹. The value obtained for the gap between HOMO and LUMO (spin up / spin down) is 6.07 / 6.07 eV. The value obtained for the energy above the lowest of the compared OMol25 structures with the same formula, charge and spin is 150.5 kJ/mol. The calculation puts the lowest unoccupied orbital energy (spin up / spin down) at -0.03 / -0.03 eV. Its total charge is 0.

Last column: natural (NBO) charge in e.
Positions of all 56 atoms, in Å:
W (0.20, -0.13, 0.13)  0.476
S (-0.55, -1.26, 2.27)  -0.543
As (1.60, -0.86, 1.94)  0.910
S (2.47, 0.13, -0.96)  -0.256
S (1.69, 1.79, -0.04)  -0.209
S (2.82, -1.60, 3.50)  -0.499
N (-0.17, -2.10, -2.42)  -0.906
P (0.50, -2.42, -0.87)  1.347
C (1.87, -3.56, -1.15)  -0.426
C (3.19, -3.10, -1.13)  -0.173
C (4.23, -3.95, -1.47)  -0.194
C (3.96, -5.27, -1.82)  -0.182
C (2.65, -5.73, -1.83)  -0.235
C (1.61, -4.88, -1.51)  -0.128
C (-0.79, -3.50, -0.16)  -0.412
C (-0.45, -4.34, 0.90)  -0.119
C (-1.45, -4.96, 1.64)  -0.227
C (-2.78, -4.71, 1.35)  -0.196
C (-3.12, -3.88, 0.29)  -0.206
C (-2.13, -3.28, -0.47)  -0.183
C (-0.37, -0.80, -2.86)  0.437
C (-0.78, -0.54, -4.16)  -0.295
C (-1.12, 0.75, -4.52)  -0.114
C (-1.02, 1.75, -3.56)  -0.299
C (-0.56, 1.43, -2.31)  0.096
N (-0.19, 0.18, -1.93)  -0.497
H (-0.11, -2.79, -3.15)  0.410
H (3.41, -2.08, -0.84)  0.245
H (5.25, -3.58, -1.47)  0.222
H (4.78, -5.93, -2.08)  0.218
H (2.45, -6.76, -2.09)  0.218
H (0.59, -5.25, -1.51)  0.218
H (0.59, -4.47, 1.17)  0.214
H (-1.19, -5.61, 2.46)  0.218
H (-3.56, -5.15, 1.96)  0.213
H (-4.16, -3.67, 0.07)  0.212
H (-2.39, -2.62, -1.28)  0.227
H (-0.87, -1.35, -4.86)  0.221
H (-1.49, 0.95, -5.52)  0.224
H (-1.30, 2.77, -3.78)  0.227
H (-0.44, 2.18, -1.54)  0.225
C (-3.44, 0.54, 1.78)  -0.998
P (-2.12, 1.78, 1.75)  1.970
C (-2.81, 3.15, 0.79)  -1.002
C (-1.86, 2.30, 3.46)  -1.005
O (-0.77, 1.45, 1.14)  -1.109
H (-4.19, 0.86, 2.50)  0.236
H (-3.07, -0.44, 2.06)  0.286
H (-3.90, 0.47, 0.79)  0.258
H (-3.77, 3.46, 1.19)  0.241
H (-2.94, 2.80, -0.23)  0.255
H (-2.12, 3.99, 0.80)  0.254
H (-2.82, 2.57, 3.91)  0.238
H (-1.18, 3.15, 3.49)  0.256
H (-1.42, 1.47, 4.01)  0.280
F (-1.71, -0.41, -0.18)  -0.639

=====

(2)
This record from the Open Molecules 2025 dataset describes 12 unconnected molecules or ions with the total composition C36H100N4O16. The level of theory is the ωB97M-V functional and the def2-TZVPD basis.

The molecular weight is 845.2 g mol⁻¹. The value obtained for the gap between HOMO and LUMO is 9.77 eV. The value obtained for the energy above the lowest of the compared OMol25 structures with the same formula, charge and spin is 150.6 kJ/mol. The calculation puts the lowest unoccupied orbital energy at 0.50 eV. Its total charge is 0.

Last column: Mulliken charge in e.
Positions of all 156 atoms, in Å:
C (-3.13, 1.86, -1.57)  -0.141
C (-2.48, 3.10, -2.03)  -0.708
O (-1.12, 3.25, -1.59)  -0.249
O (-3.09, 1.77, -0.16)  -0.395
H (-2.62, 0.91, -1.96)  -0.074
H (-4.12, 1.93, -1.96)  0.496
H (-2.97, 3.99, -1.59)  0.340
H (-2.58, 3.16, -3.18)  0.349
H (-0.69, 2.36, -1.80)  -0.008
H (-3.25, 2.64, 0.27)  0.143
C (-1.27, -4.98, 2.46)  0.004
C (-0.90, -3.97, 3.54)  0.020
O (-1.98, -3.88, 4.41)  -0.641
O (-0.14, -5.35, 1.69)  -0.495
H (-2.00, -4.49, 1.83)  -0.289
H (-1.68, -5.88, 2.96)  0.364
H (-0.70, -2.99, 3.02)  -0.097
H (0.01, -4.31, 3.99)  0.443
H (-2.17, -2.97, 4.55)  0.327
H (-0.46, -6.10, 1.12)  0.375
C (4.15, 1.55, 2.58)  -0.388
C (3.04, 2.10, 3.41)  0.148
O (2.21, 2.86, 2.56)  -0.610
O (4.77, 2.52, 1.78)  -0.589
H (3.85, 0.76, 1.88)  0.112
H (4.85, 1.09, 3.27)  0.404
H (3.52, 2.86, 4.00)  0.344
H (2.51, 1.37, 3.98)  -0.108
H (1.67, 2.25, 2.01)  0.281
H (4.15, 3.23, 1.58)  0.362
C (-1.54, -1.15, -5.86)  -0.577
C (-0.41, -1.97, -5.21)  0.633
O (0.78, -1.90, -6.04)  -0.622
O (-1.06, 0.16, -6.22)  -0.510
H (-2.32, -1.02, -5.05)  0.278
H (-1.99, -1.61, -6.73)  0.351
H (-0.65, -3.03, -5.19)  0.354
H (-0.16, -1.58, -4.24)  -0.566
H (1.54, -1.77, -5.48)  0.234
H (-0.18, -0.05, -6.59)  0.330
C (2.91, 0.18, -6.61)  -0.637
C (3.93, -0.21, -5.58)  0.568
C (4.57, 0.86, -4.81)  -1.498
O (3.29, -1.23, -4.71)  -0.492
H (2.60, -0.77, -7.05)  0.405
H (3.34, 0.87, -7.36)  0.456
H (1.96, 0.60, -6.15)  -0.450
H (4.71, -0.76, -6.12)  0.361
H (5.12, 1.44, -5.54)  0.440
H (5.29, 0.42, -4.14)  0.549
H (3.88, 1.50, -4.31)  0.185
H (3.88, -1.38, -3.99)  0.215
C (1.81, 4.24, -3.92)  -1.322
C (2.01, 3.56, -5.25)  2.053
C (0.99, 3.99, -6.36)  -1.518
O (3.33, 3.75, -5.61)  -0.491
H (2.45, 3.80, -3.15)  0.379
H (0.75, 4.16, -3.61)  0.104
H (2.09, 5.31, -3.96)  0.376
H (1.84, 2.47, -5.19)  -1.079
H (1.15, 5.00, -6.68)  0.460
H (0.02, 3.81, -5.93)  0.343
H (1.02, 3.40, -7.31)  0.346
H (3.38, 4.55, -6.14)  0.363
C (-2.75, -4.30, -0.82)  -1.115
C (-2.08, -5.37, -1.56)  0.584
C (-1.35, -5.03, -2.82)  -1.267
O (-1.10, -5.97, -0.70)  -0.637
H (-2.00, -3.56, -0.47)  0.050
H (-3.18, -4.79, 0.04)  0.371
H (-3.62, -3.79, -1.28)  0.512
H (-2.79, -6.17, -1.78)  0.332
H (-1.92, -4.55, -3.60)  0.444
H (-0.98, -5.99, -3.28)  0.351
H (-0.43, -4.45, -2.58)  0.091
H (-0.20, -5.69, -0.95)  0.004
C (2.28, -5.88, -1.55)  -1.528
C (2.48, -4.44, -1.13)  0.698
C (3.02, -3.61, -2.23)  -1.222
O (1.18, -3.83, -0.76)  -0.063
H (3.19, -6.48, -1.80)  0.422
H (1.72, -5.82, -2.49)  0.294
H (1.70, -6.38, -0.81)  0.443
H (3.16, -4.36, -0.27)  0.432
H (3.95, -3.94, -2.71)  0.500
H (3.20, -2.59, -1.83)  0.161
H (2.22, -3.53, -2.94)  0.178
H (1.01, -4.07, 0.18)  -0.021
C (-4.08, -1.05, 1.30)  -1.386
C (-3.57, -1.79, 2.55)  2.157
C (-2.94, -0.69, 3.46)  -1.129
O (-2.43, -1.23, 4.71)  0.251
C (-3.13, -0.64, 5.80)  -0.983
N (-4.70, -2.39, 3.28)  -0.679
H (-4.78, -0.33, 1.53)  0.624
H (-4.54, -1.70, 0.55)  0.373
H (-3.23, -0.54, 0.86)  -0.093
H (-2.70, -2.47, 2.30)  -1.052
H (-3.68, 0.06, 3.60)  0.668
H (-2.07, -0.19, 3.01)  -0.153
H (-4.22, -0.66, 5.62)  0.444
H (-2.69, 0.34, 5.97)  0.201
H (-2.98, -1.20, 6.76)  0.201
H (-4.29, -2.92, 4.03)  0.340
H (-5.14, -3.05, 2.71)  0.340
C (1.51, -0.69, 7.31)  -1.491
C (0.45, -0.24, 6.22)  0.804
C (-0.04, 1.20, 6.42)  -0.606
O (1.08, 2.03, 6.30)  -0.188
C (0.94, 3.27, 6.88)  -0.958
N (0.93, -0.44, 4.81)  -0.320
H (1.11, -0.37, 8.30)  0.345
H (2.47, -0.21, 7.12)  0.339
H (1.58, -1.81, 7.28)  0.412
H (-0.46, -0.81, 6.35)  0.106
H (-0.48, 1.24, 7.41)  0.533
H (-0.78, 1.60, 5.75)  0.006
H (-0.08, 3.70, 6.83)  0.369
H (1.55, 3.99, 6.31)  0.262
H (1.17, 3.29, 7.97)  0.281
H (0.10, -0.32, 4.28)  -0.259
H (1.15, -1.41, 4.65)  0.278
C (-2.55, 3.26, 2.98)  -0.310
C (-2.39, 4.61, 2.29)  0.066
C (-1.02, 4.72, 1.59)  -0.170
O (-0.81, 6.06, 1.17)  -0.484
C (0.43, 6.17, 0.47)  -0.472
N (-3.34, 4.72, 1.18)  -0.513
H (-2.43, 2.54, 2.18)  -0.287
H (-3.56, 3.24, 3.42)  0.473
H (-1.75, 3.01, 3.71)  -0.036
H (-2.55, 5.47, 2.97)  0.421
H (-1.08, 3.99, 0.79)  -0.013
H (-0.26, 4.39, 2.32)  0.317
H (1.18, 5.72, 1.05)  0.254
H (0.68, 7.19, 0.38)  0.334
H (0.34, 5.69, -0.58)  0.070
H (-3.08, 5.49, 0.60)  0.242
H (-4.28, 4.93, 1.48)  0.193
C (0.44, -0.90, 1.12)  0.062
C (0.80, 0.17, 0.03)  0.173
C (0.09, -0.28, -1.26)  -0.523
O (0.23, 0.73, -2.26)  0.243
C (1.45, 0.83, -2.99)  0.308
N (0.42, 1.56, 0.45)  0.616
H (0.65, -1.89, 0.71)  -0.671
H (-0.66, -0.83, 1.21)  -0.204
H (0.87, -0.89, 2.14)  0.077
H (1.82, 0.27, -0.30)  0.722
H (-1.01, -0.37, -1.06)  -0.028
H (0.49, -1.24, -1.62)  0.215
H (1.40, 0.31, -3.96)  -0.080
H (2.32, 0.47, -2.44)  0.249
H (1.64, 1.89, -3.08)  -0.576
H (-0.58, 1.61, 0.57)  -0.466
H (0.67, 2.14, -0.38)  0.007

=====

(3)
This record from the Open Molecules 2025 dataset describes 2 unconnected molecules or ions with the total composition C5H8N2O. The level of theory is the ωB97M-V functional and the def2-TZVPD basis.

The molecular weight is 112.1 g mol⁻¹. The value obtained for the gap between HOMO and LUMO is 9.62 eV. The value obtained for the energy above the lowest of the compared OMol25 structures with the same formula, charge and spin is 339.8 kJ/mol. The calculation puts the lowest unoccupied orbital energy at 0.77 eV. Its total charge is 0.

Last column: natural (NBO) charge in e.
Positions of all 16 atoms, in Å:
C (-1.88, -0.15, -0.11)  0.763
N (-1.75, -0.89, 1.05)  -0.863
N (-3.19, 0.16, -0.36)  -0.831
O (-1.10, -0.23, -1.11)  -0.637
H (-3.42, 0.74, -1.15)  0.405
H (-0.83, -1.27, 1.21)  0.405
H (-2.51, -1.51, 1.29)  0.391
H (-3.89, 0.09, 0.35)  0.381
C (1.69, 0.93, -0.12)  -0.269
C (2.74, 1.50, 0.50)  -0.336
C (1.64, -0.45, -0.62)  -0.013
C (2.26, -1.51, -0.78)  -0.237
H (1.06, 1.59, -0.72)  0.218
H (3.54, 0.92, 0.94)  0.193
H (2.96, 2.55, 0.41)  0.200
H (2.70, -2.47, -0.78)  0.229

=====

(4)
This record from the Open Molecules 2025 dataset describes 2 unconnected molecules or ions with the total composition C3H8OS. The level of theory is the ωB97M-V functional and the def2-TZVPD basis.

The spin multiplicity is 2. The molecular weight is 92.2 g mol⁻¹. The value obtained for the gap between HOMO and LUMO (spin up / spin down) is 2.60 / 6.50 eV. The value obtained for the energy above the lowest of the compared OMol25 structures with the same formula, charge and spin is 17.0 kJ/mol. The calculation puts the lowest unoccupied orbital energy (spin up / spin down) at 3.47 / 3.38 eV. Its total charge is -1.

Last column: natural (NBO) charge in e.
Positions of all 13 atoms, in Å:
C (1.44, 1.16, 0.58)  -0.704
S (1.55, -0.42, -0.40)  -0.079
H (2.23, 1.10, 1.34)  0.179
H (0.49, 1.16, 1.09)  0.265
H (1.55, 2.03, -0.06)  0.209
H (2.69, -0.11, -1.03)  0.073
O (-1.43, 1.08, -0.21)  -0.802
C (-1.60, -0.16, -0.39)  -0.004
C (-2.00, -1.13, 0.68)  -0.719
H (-1.29, -0.64, -1.32)  0.062
H (-2.35, -0.58, 1.56)  0.191
H (-2.74, -1.82, 0.31)  0.191
H (-1.07, -1.70, 1.02)  0.139